No. 1
{
  "formula": "C4H9NO2",
  "method": "the ωB97M-V functional and the def2-TZVPD basis",
  "smiles": "CCNC(=O)OC",
  "lumo_ev": 0.909,
  "energy_ev": -9879.55273,
  "total_charge": 0,
  "e_homo_ev": -9.794,
  "de_lowest_kj_mol": 49.0,
  "species": ["C", "C", "N", "C", "O", "O", "C", "H", "H", "H", "H", "H", "H", "H", "H", "H"],
  "positions_angstrom": [[1.468, -0.805, -1.576], [1.812, 0.184, -0.463], [0.641, 0.860, 0.068], [-0.276, 0.199, 0.832], [-0.094, -0.826, 1.453], [-1.439, 0.897, 0.799], [-2.593, 0.226, 1.281], [0.816, -0.331, -2.320], [2.369, -1.154, -2.091], [0.943, -1.673, -1.166], [2.319, -0.321, 0.363], [2.487, 0.964, -0.834], [0.222, 1.567, -0.519], [-3.327, 1.006, 1.490], [-2.981, -0.442, 0.505], [-2.367, -0.350, 2.179]]
}


No. 2
{
  "formula": "C40H36AlClN3Si2",
  "method": "the ωB97M-V functional and the def2-TZVPD basis",
  "lumo_ev": -5.456,
  "energy_ev": -81405.08124,
  "total_charge": 1,
  "e_homo_ev": -10.542,
  "de_lowest_kj_mol": 0.0,
  "species": ["C", "C", "C", "H", "C", "C", "H", "H", "H", "H", "Al", "Si", "C", "C", "H", "C", "H", "C", "H", "C", "H", "C", "H", "C", "C", "H", "C", "H", "C", "H", "C", "H", "C", "H", "H", "Si", "C", "C", "H", "C", "H", "C", "H", "C", "H", "C", "H", "C", "C", "H", "C", "H", "C", "H", "C", "H", "C", "H", "H", "Cl", "C", "C", "C", "C", "C", "C", "N", "N", "C", "C", "C", "C", "C", "N", "H", "H", "H", "H", "H", "H", "H", "H", "H"],
  "positions_angstrom": [[-2.536, -0.800, 3.950], [-1.336, 0.010, 3.746], [-1.748, 1.187, 3.020], [-0.429, -0.074, 4.347], [-3.131, 1.091, 2.772], [-3.633, -0.079, 3.376], [-4.690, -0.317, 3.513], [-2.624, -1.584, 4.709], [-1.115, 2.042, 2.782], [-3.723, 1.829, 2.236], [-1.515, -1.344, 2.131], [-0.271, -0.290, 0.092], [1.506, -0.061, 0.573], [2.552, -0.658, -0.161], [2.307, -1.304, -1.006], [3.881, -0.417, 0.174], [4.679, -0.793, -0.478], [4.191, 0.332, 1.311], [5.232, 0.528, 1.574], [3.162, 0.820, 2.130], [3.381, 1.354, 3.057], [1.826, 0.648, 1.743], [1.024, 1.040, 2.380], [-1.123, 1.275, -0.409], [-0.412, 2.481, -0.340], [0.628, 2.486, -0.012], [-1.039, 3.680, -0.685], [-0.489, 4.619, -0.597], [-2.364, 3.673, -1.131], [-2.844, 4.606, -1.428], [-3.084, 2.473, -1.191], [-4.128, 2.471, -1.510], [-2.468, 1.274, -0.829], [-3.016, 0.333, -0.867], [-0.361, -1.230, -1.025], [2.240, 0.356, -4.395], [1.351, 1.904, -4.890], [2.059, 3.095, -5.119], [3.152, 3.097, -5.066], [1.369, 4.274, -5.414], [1.931, 5.193, -5.585], [-0.026, 4.271, -5.505], [-0.561, 5.193, -5.728], [-0.727, 3.069, -5.355], [-1.808, 3.045, -5.485], [-0.043, 1.887, -5.063], [-0.597, 0.948, -4.976], [3.893, 0.815, -3.678], [4.007, 1.568, -2.501], [3.110, 1.866, -1.951], [5.267, 1.947, -2.025], [5.338, 2.522, -1.101], [6.424, 1.600, -2.725], [7.401, 1.896, -2.348], [6.316, 0.885, -3.922], [7.210, 0.646, -4.501], [5.061, 0.486, -4.393], [4.965, -0.064, -5.335], [2.340, -0.606, -5.527], [0.992, -0.699, -3.180], [-6.787, -3.398, 2.718], [-5.898, -4.253, 3.392], [-4.526, -4.133, 3.185], [-4.027, -3.132, 2.334], [-4.915, -2.298, 1.628], [-6.289, -2.420, 1.842], [-2.642, -2.955, 2.245], [-1.983, -4.061, 2.581], [-0.668, -3.833, 2.906], [0.150, -4.913, 3.282], [1.426, -4.662, 3.743], [1.858, -3.324, 3.835], [1.037, -2.298, 3.403], [-0.209, -2.541, 2.895], [-7.868, -3.486, 2.879], [-6.270, -5.026, 4.067], [-3.808, -4.769, 3.709], [-4.497, -1.557, 0.949], [-6.982, -1.767, 1.308], [-0.323, -5.881, 3.194], [2.083, -5.479, 4.039], [2.838, -3.060, 4.236], [1.347, -1.246, 3.451]]
}


No. 3
{
  "formula": "C8H17B2N4O",
  "method": "the ωB97M-V functional and the def2-TZVPD basis",
  "lumo_ev": 3.261,
  "energy_ev": -17935.97090,
  "total_charge": -1,
  "e_homo_ev": -4.015,
  "species": ["N", "B", "O", "B", "C", "C", "N", "N", "N", "C", "C", "C", "C", "C", "C", "H", "H", "H", "H", "H", "H", "H", "H", "H", "H", "H", "H", "H", "H", "H", "H", "H"],
  "positions_angstrom": [[-1.154, -2.777, -2.305], [-1.063, -1.368, -1.940], [-1.575, -0.475, -2.922], [-0.315, -0.872, -0.485], [1.317, -0.777, -0.712], [2.196, -0.560, 0.555], [2.821, 0.763, 0.630], [3.302, -1.540, 0.483], [1.502, -0.748, 1.822], [-0.961, 0.512, 0.086], [-0.435, 1.783, -0.176], [-0.992, 2.956, 0.342], [-2.112, 2.875, 1.163], [-2.682, 1.638, 1.439], [-2.105, 0.486, 0.906], [-1.599, -3.336, -1.594], [-1.598, -2.911, -3.208], [-2.226, 0.104, -2.526], [-0.537, -1.784, 0.323], [1.675, -1.673, -1.218], [1.518, 0.034, -1.422], [2.238, 1.367, 1.192], [2.870, 1.149, -0.302], [2.880, -2.454, 0.626], [3.885, -1.387, 1.302], [0.812, -0.029, 1.986], [1.078, -1.659, 1.868], [0.438, 1.889, -0.806], [-0.554, 3.914, 0.102], [-2.527, 3.782, 1.585], [-3.553, 1.572, 2.075], [-2.548, -0.476, 1.132]]
}


No. 4
{
  "formula": "C61H115N9O5",
  "method": "the ωB97M-V functional and the def2-TZVPD basis",
  "smiles": "CC1(C)CCCC(C)(C)N1O.CC1(C)CCCC(C)(C)N1O.CC1(C)CCCC(C)(C)N1O.CC1(C)CCCC(C)(C)N1O.CC1(C)CCCC(C)(C)N1O.c1cc[nH]c1.c1cc[nH]c1.c1cc[nH]c1.c1cc[nH]c1",
  "lumo_ev": 0.543,
  "energy_ev": -88763.66302,
  "total_charge": 0,
  "e_homo_ev": -8.083,
  "species": ["N", "C", "C", "C", "C", "H", "H", "H", "H", "H", "N", "C", "C", "C", "C", "H", "H", "H", "H", "H", "N", "C", "C", "C", "C", "H", "H", "H", "H", "H", "N", "C", "C", "C", "C", "H", "H", "H", "H", "H", "C", "C", "C", "C", "C", "C", "N", "O", "C", "C", "C", "H", "H", "H", "H", "H", "H", "H", "H", "H", "H", "H", "H", "H", "H", "H", "H", "H", "H", "H", "C", "C", "C", "C", "C", "C", "N", "O", "C", "C", "C", "H", "H", "H", "H", "H", "H", "H", "H", "H", "H", "H", "H", "H", "H", "H", "H", "H", "H", "H", "C", "C", "C", "C", "C", "C", "N", "O", "C", "C", "C", "H", "H", "H", "H", "H", "H", "H", "H", "H", "H", "H", "H", "H", "H", "H", "H", "H", "H", "H", "C", "C", "C", "C", "C", "C", "N", "O", "C", "C", "C", "H", "H", "H", "H", "H", "H", "H", "H", "H", "H", "H", "H", "H", "H", "H", "H", "H", "H", "H", "C", "C", "C", "C", "C", "C", "N", "O", "C", "C", "C", "H", "H", "H", "H", "H", "H", "H", "H", "H", "H", "H", "H", "H", "H", "H", "H", "H", "H", "H"],
  "positions_angstrom": [[-0.805, 1.314, -0.961], [-2.061, 0.813, -0.820], [-2.746, 1.132, -1.982], [-1.864, 1.941, -2.783], [-0.680, 2.007, -2.110], [-0.031, 1.280, -0.281], [-2.326, 0.178, 0.022], [-3.729, 0.772, -2.330], [-2.109, 2.410, -3.733], [0.228, 2.524, -2.381], [0.746, -5.545, 1.422], [1.823, -4.752, 1.543], [1.837, -4.280, 2.848], [0.729, -4.852, 3.494], [0.007, -5.586, 2.564], [0.357, -5.833, 0.522], [2.462, -4.625, 0.698], [2.560, -3.581, 3.266], [0.376, -4.689, 4.488], [-0.898, -6.197, 2.709], [5.826, 1.375, -1.040], [5.592, 0.217, -0.368], [6.499, -0.723, -0.741], [7.369, -0.101, -1.699], [6.927, 1.188, -1.878], [5.285, 2.222, -1.071], [4.752, 0.141, 0.263], [6.535, -1.754, -0.445], [8.218, -0.508, -2.231], [7.151, 1.962, -2.581], [-0.289, 0.490, 2.185], [0.815, 1.289, 2.176], [1.811, 0.561, 1.636], [1.372, -0.754, 1.331], [0.066, -0.753, 1.678], [-1.243, 0.746, 2.369], [0.810, 2.315, 2.595], [2.814, 0.884, 1.460], [2.021, -1.588, 1.058], [-0.591, -1.609, 1.615], [1.215, 2.220, -6.030], [2.109, 1.088, -5.611], [3.577, 1.580, -5.570], [4.472, 0.500, -4.942], [3.947, 0.190, -3.454], [2.556, -0.362, -3.479], [1.720, 0.656, -4.205], [0.396, 0.129, -4.371], [2.478, -1.724, -4.087], [1.949, -0.408, -2.079], [1.988, -0.055, -6.597], [1.580, 2.688, -6.961], [1.115, 2.987, -5.223], [0.212, 1.793, -6.228], [3.933, 1.836, -6.546], [3.601, 2.446, -4.877], [5.488, 0.923, -4.797], [4.676, -0.369, -5.553], [3.924, 1.196, -2.999], [4.663, -0.455, -2.971], [2.867, -2.438, -3.357], [1.471, -2.056, -4.427], [3.192, -1.836, -4.866], [2.094, 0.481, -1.465], [0.863, -0.583, -2.086], [2.337, -1.227, -1.477], [2.041, 0.368, -7.596], [0.983, -0.513, -6.454], [2.733, -0.818, -6.528], [-0.224, 0.707, -3.901], [-3.333, -5.234, 3.493], [-3.764, -3.918, 4.118], [-4.315, -4.206, 5.547], [-4.195, -2.978, 6.489], [-2.768, -2.443, 6.582], [-2.245, -2.087, 5.207], [-2.392, -3.321, 4.386], [-1.941, -3.028, 3.050], [-2.882, -0.875, 4.547], [-0.682, -1.896, 5.209], [-4.689, -3.110, 3.340], [-4.256, -5.747, 3.227], [-2.734, -5.879, 4.175], [-2.710, -5.065, 2.604], [-5.372, -4.582, 5.536], [-3.776, -5.047, 6.013], [-4.458, -3.239, 7.530], [-4.859, -2.151, 6.218], [-2.052, -3.227, 6.930], [-2.743, -1.658, 7.324], [-2.402, -0.746, 3.530], [-3.973, -0.863, 4.477], [-2.587, 0.003, 5.152], [-0.442, -0.890, 5.598], [-0.290, -2.637, 5.930], [-0.273, -2.028, 4.235], [-5.528, -3.703, 3.002], [-4.356, -2.614, 2.456], [-5.177, -2.311, 3.938], [-1.258, -3.690, 2.859], [-3.177, 4.222, -0.312], [-2.976, 4.569, 1.152], [-3.680, 5.852, 1.592], [-3.897, 5.990, 3.117], [-4.725, 4.815, 3.587], [-4.035, 3.479, 3.348], [-3.649, 3.458, 1.918], [-2.902, 2.214, 1.751], [-2.846, 3.227, 4.197], [-5.119, 2.394, 3.569], [-1.529, 4.598, 1.529], [-4.140, 4.276, -0.785], [-2.690, 3.279, -0.596], [-2.588, 4.973, -0.857], [-3.126, 6.757, 1.310], [-4.640, 5.863, 1.097], [-4.365, 6.914, 3.309], [-2.949, 5.992, 3.633], [-5.581, 4.724, 2.955], [-5.063, 4.872, 4.608], [-2.978, 2.876, 5.203], [-2.193, 2.516, 3.704], [-2.240, 4.087, 4.417], [-5.517, 2.554, 4.579], [-5.939, 2.549, 2.872], [-4.673, 1.422, 3.447], [-0.962, 5.293, 0.908], [-1.074, 3.626, 1.337], [-1.341, 4.892, 2.545], [-3.286, 1.741, 1.040], [5.737, 4.961, -3.230], [4.486, 5.526, -2.613], [3.347, 5.227, -3.552], [1.989, 5.463, -2.841], [1.941, 4.618, -1.568], [3.111, 4.971, -0.604], [4.307, 4.787, -1.393], [5.452, 5.046, -0.569], [3.015, 6.335, -0.008], [3.221, 4.016, 0.543], [4.803, 7.024, -2.320], [5.590, 3.906, -3.437], [6.584, 4.963, -2.568], [5.948, 5.362, -4.242], [3.501, 5.828, -4.438], [3.342, 4.180, -3.905], [1.090, 5.229, -3.425], [1.935, 6.527, -2.569], [1.943, 3.559, -1.757], [0.974, 4.930, -1.145], [2.987, 7.104, -0.756], [2.079, 6.375, 0.558], [3.846, 6.546, 0.693], [4.002, 4.247, 1.221], [2.215, 3.982, 1.045], [3.429, 3.008, 0.210], [5.375, 7.469, -3.154], [5.407, 7.136, -1.435], [3.863, 7.564, -2.195], [5.366, 5.995, -0.463], [-1.913, -4.426, -2.805], [-1.501, -4.580, -1.339], [-2.567, -4.349, -0.324], [-3.548, -5.529, -0.282], [-2.861, -6.831, 0.010], [-1.825, -7.123, -1.013], [-0.954, -5.930, -1.045], [0.174, -6.278, -1.878], [-0.889, -8.242, -0.455], [-2.390, -7.661, -2.347], [-0.334, -3.570, -1.144], [-1.129, -4.764, -3.480], [-2.071, -3.395, -3.052], [-2.868, -4.963, -2.960], [-2.148, -4.278, 0.674], [-3.014, -3.355, -0.372], [-4.103, -5.533, -1.233], [-4.400, -5.399, 0.423], [-3.548, -7.688, 0.093], [-2.323, -6.793, 0.973], [-1.458, -9.170, -0.191], [-0.103, -8.359, -1.173], [-0.374, -7.900, 0.468], [-1.686, -7.599, -3.142], [-2.617, -8.724, -2.208], [-3.370, -7.227, -2.709], [0.212, -3.761, -0.244], [-0.718, -2.548, -1.159], [0.304, -3.617, -2.012], [-0.106, -6.126, -2.803]]
}


No. 5
{
  "formula": "CHClNO2S",
  "method": "the ωB97M-V functional and the def2-TZVPD basis",
  "lumo_ev": 3.852,
  "energy_ev": -29992.08809,
  "total_charge": -1,
  "e_homo_ev": -4.391,
  "de_lowest_kj_mol": 536.8,
  "species": ["C", "N", "O", "O", "S", "Cl", "H"],
  "positions_angstrom": [[-1.020, 1.279, -0.334], [-1.172, -0.753, -0.297], [1.245, -1.576, -0.827], [0.777, -0.651, 1.354], [0.307, -0.867, -0.011], [0.751, 1.464, -0.723], [-0.888, 1.104, 0.838]]
}


No. 6
{
  "formula": "C3H10N3OP",
  "method": "the ωB97M-V functional and the def2-TZVPD basis",
  "smiles": "OCNP1NCCN1",
  "lumo_ev": 1.004,
  "energy_ev": -19078.84888,
  "total_charge": 0,
  "e_homo_ev": -8.127,
  "de_lowest_kj_mol": 180.3,
  "species": ["C", "C", "C", "N", "N", "N", "O", "P", "H", "H", "H", "H", "H", "H", "H", "H", "H", "H"],
  "positions_angstrom": [[2.079, 0.386, -0.768], [2.061, 0.637, 0.755], [-2.584, -0.973, 0.219], [0.757, 0.347, -1.230], [0.751, 0.155, 1.129], [-1.230, -0.891, -0.202], [-3.265, 0.162, -0.260], [-0.382, 0.645, -0.021], [2.667, 1.121, -1.220], [2.589, -0.539, -1.066], [2.679, -0.030, 1.347], [2.134, 1.647, 1.018], [-2.873, 0.250, -1.073], [-3.012, -1.858, -0.228], [-2.730, -0.828, 1.328], [0.540, 0.869, -2.031], [0.356, 0.498, 2.006], [-0.538, -1.598, 0.297]]
}